# 1
13
Properties=species:S:1:pos:R:3:forces:R:3:mulliken_charge:R:1 method="wB97M-V/def2-TZVPD" smiles="[H]/N=C(/NS)NOC=O" largest_force_ev_per_a=1.0 de_lowest_kcal_mol=51.42 gap_ev=10.1562
H -0.06984 1.77792 -0.62322 0.3 -0.1 0.1 0.2554
N 0.82812 1.30432 -0.50308 -0.4 -0.5 0.2 -0.6318
C 0.66692 0.17950 0.05979 0.1 0.2 -0.3 0.5102
N 1.70314 -0.73358 0.26247 -0.1 0.3 0.0 -0.3732
S 3.24918 -0.42830 -0.36237 0.0 -0.1 0.0 -0.1483
N -0.52138 -0.37793 0.62547 0.5 0.8 0.3 -0.1831
O -1.60826 0.48707 0.42500 -0.6 0.2 -0.1 -0.2586
C -2.61253 -0.06922 -0.30376 0.0 0.8 0.3 0.2302
O -2.59381 -1.17447 -0.74446 -0.1 -0.2 -0.1 -0.4883
H 1.66911 -1.17834 1.16671 0.1 -0.1 0.0 0.2957
H 3.49195 0.76863 0.20086 0.0 0.0 0.1 0.1357
H -0.77854 -1.23951 0.18996 0.0 -0.9 -0.4 0.3136
H -3.42404 0.68391 -0.39336 0.3 -0.4 0.0 0.3423

***

# 2
22
Properties=species:S:1:pos:R:3:forces:R:3:mulliken_spin:R:1 method="wB97M-V/def2-TZVPD" largest_force_ev_per_a=12.0 charge=+2 multiplicity=6 de_lowest_kcal_mol=0.00 gap_ev="7.3494 / 5.7347"
O 0.61213 0.99922 -4.59999 -0.6 -1.2 3.5 -0.0167
C 0.40990 0.63544 -3.53490 2.1 0.7 -3.7 0.1270
Fe -0.56788 0.02084 -1.30151 5.4 4.5 2.8 3.5089
O -1.85027 1.59252 -3.37583 0.2 -3.6 5.7 0.0082
C -1.61389 0.92562 -2.42901 -4.3 7.0 -8.8 -0.0293
C -2.00350 -0.38179 -0.18597 -7.2 -1.2 6.7 0.1773
O -2.89044 -0.61165 0.53445 3.7 0.7 -3.2 0.0432
C 0.68047 -1.47787 -0.86978 2.0 -5.1 6.6 0.3371
O 0.89353 -2.19434 0.14393 -0.7 4.2 -6.3 0.2753
C -1.22529 -1.61072 -1.78776 -2.0 -7.7 -5.9 0.1623
O -1.24117 -2.46559 -2.60375 0.2 3.1 3.4 0.1376
H 1.26684 -0.92029 -1.64681 1.3 -0.7 0.3 0.0748
N 0.09615 -0.16157 2.76229 3.9 -1.4 1.7 0.0011
C 1.40296 0.60370 2.34279 -1.0 -0.3 0.0 0.0065
C 1.02029 1.45965 1.13845 0.9 4.5 1.0 -0.0013
O 1.51922 2.59260 1.02450 -1.2 -3.7 -0.3 0.0398
O -0.03845 1.00055 0.48587 0.2 -1.1 -1.9 0.1469
H -0.64221 0.46910 2.92452 -1.3 1.0 0.3 0.0005
H 0.37180 -0.66082 3.67189 -1.0 0.6 -1.5 -0.0001
H -0.12861 -0.84149 2.04589 -0.3 -0.1 0.0 0.0006
H 1.78013 1.14733 3.22412 -0.3 0.1 -0.6 0.0006
H 2.14831 -0.12043 2.03660 0.0 -0.4 0.2 -0.0005